Formula: C4H8NO2
Source: the OMol25 dataset
Level of theory: ωB97M-V/def2-TZVPD

Geometry (Å):
C -0.412 1.982 0.373
N -0.412 0.990 -0.598
O -1.276 0.891 -1.370
C 0.610 -0.236 -0.750
C -0.160 -1.569 -0.860
C -0.809 -2.133 0.273
O -1.503 -1.536 -0.788
H -0.186 1.826 1.414
H -1.433 2.316 0.484
H 0.114 2.843 0.026
H 0.935 -0.209 -1.846
H 1.418 -0.293 -0.075
H 0.170 -2.325 -1.666
H -0.754 -3.242 0.224
H -0.810 -1.623 1.210

F_max   5.45 eV Å⁻¹
Structure (SMILES)   C[N+](=O)C[C@H]1CO1
ΔE to the lowest compared entry with this formula, charge and spin   141.7 kcal/mol
Net charge   +1
Frontier orbital gap   8.24 eV
LUMO energy   -6.86 eV